C37H27Cl2N9O2W | wB97M-V/def2-TZVPD

XYZ file:
```
78
C37H27Cl2N9O2W | OMol25 | wB97M-V/def2-TZVPD
W 0.01490 -0.15440 0.20210
Cl 0.75510 6.31580 2.14480
C 0.20990 4.69470 2.07790
C 1.02940 3.72020 1.51420
C 0.56490 2.41820 1.43890
N 1.22880 1.27890 0.97910
C 2.48730 0.94350 1.41100
O 3.48980 1.61690 1.37630
C 2.37290 -0.39100 2.09890
C 3.29950 -0.74490 3.07370
C 3.00600 -1.77630 3.95050
C 1.79650 -2.44330 3.79250
C 0.94480 -2.06320 2.77270
N 1.19690 -1.04970 1.93290
C -0.70230 2.06900 1.97130
C -1.50110 3.04310 2.54540
C -1.05520 4.36040 2.57230
Cl -2.08700 5.57430 3.19730
N -1.00950 0.71270 1.78550
C -1.99600 0.09240 2.48050
O -2.69730 0.53420 3.36990
C -2.15360 -1.30760 1.96850
C -3.09010 -2.15120 2.55280
C -3.21220 -3.44940 2.09480
C -2.39840 -3.83670 1.02960
C -1.52990 -2.93000 0.46370
N -1.37290 -1.66060 0.91010
H 2.01130 3.97940 1.14780
H 4.21430 -0.17680 3.15100
H 3.67790 -2.04000 4.75080
H 1.50170 -3.24010 4.45800
H 0.00930 -2.59430 2.64500
H -2.45400 2.78630 2.97660
H -3.69710 -1.75720 3.35430
H -3.90700 -4.13910 2.54770
H -2.44810 -4.84290 0.64730
H -0.92140 -3.22570 -0.38210
C 3.14440 -3.42300 -0.31770
C 4.19620 -2.70770 -0.90340
C 3.93570 -1.43450 -1.34580
C 2.65000 -0.88720 -1.21420
N 1.62600 -1.56540 -0.59330
C 1.91770 -2.82020 -0.17700
C 2.28960 0.40330 -1.74240
C 3.12480 1.19530 -2.52960
C 2.69300 2.44010 -2.94670
C 1.42220 2.86730 -2.58110
C 0.61510 2.04380 -1.81040
N 1.03220 0.81190 -1.39480
C -0.71130 2.39080 -1.33450
C -1.30050 3.64450 -1.52260
C -2.57360 3.88100 -1.05460
C -3.24100 2.83820 -0.40940
C -2.59340 1.63790 -0.23160
N -1.33890 1.38680 -0.65900
H 3.29860 -4.43330 0.02390
H 5.17390 -3.14650 -1.01550
H 4.72110 -0.84660 -1.78960
H 1.11260 -3.37470 0.28700
H 4.10130 0.83830 -2.80900
H 3.33440 3.07240 -3.53780
H 1.07480 3.83950 -2.89010
H -0.75100 4.42560 -2.02170
H -3.04300 4.84190 -1.18620
H -4.24340 2.97030 -0.04430
H -3.10250 0.84170 0.29830
C -1.60080 -2.89250 -4.83460
N -1.65160 -2.15450 -3.59960
C -2.79890 -1.75110 -2.99060
C -2.42770 -1.12750 -1.83730
N -1.05730 -1.13280 -1.73410
C -0.63200 -1.75900 -2.82720
H -2.53260 -3.44730 -4.94980
H -0.76780 -3.59530 -4.81950
H -1.48610 -2.22350 -5.68970
H -3.76680 -1.93180 -3.41380
H -3.07220 -0.71640 -1.08400
H 0.40010 -1.93260 -3.06900
```

The calculated total energy comes out at -3056.6179 a.u. For the maximum force, the calculation gives 2.43 eV Å⁻¹. Its total charge is +2. The calculation puts the HOMO-LUMO gap (alpha / beta) at 5.507 / 5.507 eV.

Here are the Mulliken charges for atoms 1 to 2, given in e: 2.59 -0.17

=====

C37H27CoN4O2 | wB97M-V/def2-TZVPD

XYZ file:
```
71
C37H27CoN4O2 | OMol25 | wB97M-V/def2-TZVPD
Co 0.12069 -0.31139 -1.47597
O 1.93211 -0.51723 -1.30289
C 2.78561 0.33660 -0.63841
C 2.58375 1.75769 -1.20304
C 1.27473 2.37412 -0.80646
C 1.30652 3.63253 -0.21375
C 0.12764 4.26182 0.11951
C -1.05688 3.62225 -0.16839
C -1.04102 2.36028 -0.75762
C -2.36531 1.75099 -1.11982
C -2.57632 0.29890 -0.66743
O -1.69059 -0.51100 -1.33711
C -2.40633 0.09377 0.84452
C -2.18576 -1.21332 1.28419
C -2.00687 -1.49049 2.62734
C -2.04044 -0.46020 3.56387
C -2.26122 0.83864 3.14062
C -2.44769 1.11115 1.78680
C -4.01296 -0.08343 -1.06200
C -4.22761 -0.91645 -2.15158
C -5.52127 -1.24909 -2.53699
C -6.61219 -0.75085 -1.83999
C -6.40280 0.08011 -0.74655
C -5.11144 0.40700 -0.36070
N 0.11522 1.73352 -1.04728
C 2.51982 0.32385 0.87369
C 2.92924 1.35700 1.71331
C 2.64447 1.33019 3.07197
C 1.94379 0.26137 3.61334
C 1.54210 -0.77953 2.78774
C 1.82996 -0.74841 1.43015
C 4.22625 -0.09174 -0.96409
C 4.51893 -0.41539 -2.28807
C 5.79594 -0.80055 -2.66092
C 6.80875 -0.87862 -1.71113
C 6.52528 -0.57172 -0.39118
C 5.24182 -0.18024 -0.02065
H 2.63333 1.65217 -2.28930
H 3.38248 2.43601 -0.89953
H 2.26387 4.09897 -0.02888
H 0.13181 5.24237 0.57979
H -2.00998 4.08572 0.04640
H -2.45320 1.71112 -2.20916
H -3.15297 2.41031 -0.75088
H -2.13792 -2.00707 0.54904
H -1.82802 -2.51207 2.94099
H -1.88463 -0.67179 4.61473
H -2.28456 1.64926 3.85934
H -2.62252 2.13573 1.48035
H -3.36549 -1.31269 -2.67030
H -5.67404 -1.91032 -3.38122
H -7.61915 -1.01647 -2.13758
H -7.24675 0.46374 -0.18581
H -4.95449 1.03658 0.50854
H 3.48233 2.19814 1.30958
H 2.96714 2.14760 3.70613
H 1.70784 0.24315 4.67022
H 0.99218 -1.61841 3.19486
H 1.51261 -1.55448 0.78180
H 3.71761 -0.39884 -3.01562
H 6.00054 -1.05457 -3.69396
H 7.80494 -1.19208 -1.99825
H 7.30042 -0.64517 0.36205
H 5.03499 0.04273 1.01750
N 0.09628 -2.26056 -1.73701
C -0.23379 -3.29628 -1.34854
C -0.62491 -4.53621 -0.83347
C -0.49517 -4.77185 0.55507
N -0.38196 -4.94416 1.69297
C -1.19963 -5.51024 -1.68697
N -1.66507 -6.30242 -2.38789
```

The calculated total energy comes out at -3178.5332 a.u. For the maximum force, the calculation gives 0.51 eV Å⁻¹. Its total charge is -1. The calculation puts the HOMO-LUMO gap (alpha / beta) at 7.259 / 7.267 eV. The spin multiplicity is 2. As for the expectation value of S²: 0.919.

Here are the Mulliken charges for atoms 1 to 2, given in e: 0.30 -0.72

=====

C37H30BClF9N5O3PbSe | wB97M-V/def2-TZVPD

XYZ file:
```
88
C37H30BClF9N5O3PbSe | OMol25 | wB97M-V/def2-TZVPD
Pb -0.82387 0.06408 -0.26909
C -0.35155 3.74825 2.27157
O -0.24193 3.36024 0.91249
C -1.21561 3.78236 0.06604
C -2.16041 4.75779 0.35814
C -3.07219 5.14429 -0.61792
C -3.04534 4.58196 -1.88358
C -2.10698 3.60101 -2.17366
C -1.21246 3.19371 -1.20231
N -0.30834 2.10799 -1.41190
N 0.50420 2.28403 -2.35848
C 1.51921 1.40112 -2.59838
C 2.02752 0.50609 -1.62399
O 1.48885 0.25940 -0.48692
C 3.28428 -0.14048 -1.92238
C 3.92229 0.02930 -3.09687
C 3.40623 0.89967 -4.11139
C 4.07442 1.06892 -5.33589
C 3.58307 1.92289 -6.29022
C 2.39908 2.62833 -6.03300
C 1.72563 2.46922 -4.84654
C 2.21536 1.60138 -3.85202
H -0.24869 4.83084 2.38290
H -1.29691 3.40797 2.69600
H 0.47596 3.26479 2.78505
H -2.19782 5.21393 1.33658
H -3.81196 5.89670 -0.37642
H -3.76170 4.88661 -2.63397
H -2.07873 3.11497 -3.14033
H 3.66309 -0.80353 -1.15368
H 4.84839 -0.49813 -3.29970
H 4.98681 0.51186 -5.51381
H 4.09955 2.04873 -7.23224
H 2.00451 3.30339 -6.78181
H 0.80834 3.01093 -4.66662
C -4.06069 -3.42273 -0.56276
C -3.08264 -2.92867 0.39427
N -2.32456 -2.50692 1.14591
H -3.68026 -3.24019 -1.56630
H -5.00630 -2.90426 -0.41646
H -4.20939 -4.49190 -0.42364
Cl -0.49305 -4.42514 3.97728
C 0.24885 -3.22741 4.99869
C 0.31283 -3.49483 6.35900
C 0.88763 -2.57219 7.21319
C 1.39471 -1.38281 6.70703
C 1.32180 -1.13150 5.35030
C 0.75187 -2.04564 4.46423
C 0.68739 -1.70556 3.00698
H -0.09247 -4.42470 6.73199
H 0.93391 -2.78056 8.27334
H 1.83782 -0.65162 7.36889
H 1.71001 -0.19592 4.96223
H 0.27176 -0.70713 2.86830
H 0.08395 -2.38982 2.42656
C 0.47585 -3.63668 0.25907
N 1.93283 -3.59953 0.19196
C 2.66440 -4.27769 -0.75742
C 3.96152 -3.97506 -0.56212
N 4.01334 -3.10860 0.51165
C 5.23432 -2.50268 1.01904
C 2.76302 -2.87436 0.94818
Se 2.49939 -1.51434 2.23398
H 0.11489 -4.19346 -0.59823
H 0.08144 -2.63085 0.17038
H 0.15754 -4.11124 1.18241
H 2.17903 -4.88848 -1.49533
H 4.84889 -4.28340 -1.08265
H 6.04216 -3.22409 0.92586
H 5.10602 -2.25404 2.07028
H 5.47367 -1.60092 0.45648
F -1.35474 -3.03801 -2.12405
B -0.41751 -2.28238 -2.86393
F -0.73153 -0.89502 -2.65474
F -0.47489 -2.58630 -4.19769
F 0.86256 -2.51278 -2.32843
F -7.07415 3.41133 -0.01720
C -5.90122 2.84063 0.29698
C -5.19989 2.10588 -0.64024
F -5.68270 1.96224 -1.87920
C -3.99623 1.52842 -0.29376
F -3.32222 0.81425 -1.23891
C -3.39985 1.66078 0.96785
O -2.23670 1.15524 1.25315
C -4.15543 2.40427 1.89143
F -3.66101 2.59929 3.12862
C -5.36688 2.98045 1.56798
F -6.03139 3.69605 2.48393
```

The calculated total energy comes out at -5905.7629 a.u. For the maximum force, the calculation gives 0.22 eV Å⁻¹. Its total charge is 0. The calculation puts the HOMO-LUMO gap at 7.199 eV.

Here are the Mulliken charges for atoms 1 to 2, given in e: 1.87 -0.92

=====

C37H30CrO2P2S2 | wB97M-V/def2-TZVPD

XYZ file:
```
74
C37H30CrO2P2S2 | OMol25 | wB97M-V/def2-TZVPD
Cr 0.33111 -1.21665 -1.51686
S -1.64716 -2.66647 -0.53436
P -1.20225 -1.13733 0.69767
C -0.51640 0.25799 0.06679
P -1.36044 1.16906 -1.07964
S -1.76903 0.43259 -2.89376
C -0.37523 2.71546 -1.32381
C 0.80860 2.92151 -0.63118
C 1.55328 4.08341 -0.83545
C 1.10783 5.05017 -1.72279
C -0.08185 4.84970 -2.42092
C -0.80877 3.68538 -2.22633
C -2.90266 1.91173 -0.35834
C -2.82789 2.93050 0.59060
C -3.97475 3.42763 1.19869
C -5.21781 2.89390 0.87571
C -5.30125 1.87166 -0.05848
C -4.14981 1.38928 -0.67515
C -2.64577 -0.83425 1.84639
C -3.82362 -1.55390 1.73491
C -4.89819 -1.31220 2.59073
C -4.79820 -0.33262 3.56686
C -3.62236 0.40597 3.68083
C -2.55763 0.15633 2.82610
C 0.00200 -1.77043 1.95442
C 1.25435 -1.18796 2.07918
C 2.17087 -1.67880 3.00859
C 1.83117 -2.74235 3.82665
C 0.57248 -3.33072 3.71005
C -0.32832 -2.84768 2.77332
H 1.13801 2.14275 0.04778
H 2.48977 4.21869 -0.30683
H 1.68731 5.95254 -1.88343
H -0.43197 5.59539 -3.12572
H -1.71664 3.50514 -2.79179
H -1.85790 3.33622 0.85767
H -3.89668 4.22195 1.93225
H -6.11427 3.26904 1.35657
H -6.26497 1.44119 -0.30647
H -4.20171 0.59763 -1.41510
H -3.88676 -2.31119 0.96007
H -5.81267 -1.88480 2.48378
H -5.63388 -0.13477 4.22889
H -3.54179 1.18450 4.43072
H -1.64677 0.74195 2.89832
H 1.50221 -0.36102 1.42185
H 3.15941 -1.23807 3.06721
H 2.54606 -3.12738 4.54552
H 0.30262 -4.17168 4.33839
H -1.29823 -3.32147 2.66154
C 0.95400 -2.95579 -5.32838
O 0.71142 -2.09475 -4.23848
C 0.81375 -2.69464 -2.93754
O 1.13322 -3.86746 -2.94113
H 0.64893 -2.41056 -6.22435
H 0.38773 -3.88701 -5.24951
H 2.01233 -3.22560 -5.41247
C 5.49977 -2.52754 0.50781
C 4.21536 -3.12102 0.41129
C 3.21805 -2.47838 -0.26380
C 3.42065 -1.21377 -0.88937
C 2.32980 -0.56440 -1.56902
C 2.66007 0.61846 -2.20097
C 3.95679 1.19309 -2.15854
C 4.96832 0.59016 -1.46699
C 4.72022 -0.64545 -0.81260
C 5.74189 -1.32446 -0.09143
H 6.29030 -3.03259 1.05304
H 4.02213 -4.08146 0.87468
H 2.23683 -2.93232 -0.35482
H 1.89158 1.15661 -2.74973
H 4.13895 2.13546 -2.66813
H 5.95855 1.03345 -1.41021
H 6.72591 -0.86753 -0.03100
```

The calculated total energy comes out at -4102.0506 a.u. For the maximum force, the calculation gives 1.02 eV Å⁻¹. Its total charge is -2. The calculation puts the HOMO-LUMO gap (alpha / beta) at 5.776 / 6.301 eV. The spin multiplicity is 5. As for the expectation value of S²: 6.035.

Here are the Mulliken charges for atoms 1 to 2, given in e: 0.03 -0.71

=====

C37H30N5O2SiTi | wB97M-V/def2-TZVPD

XYZ file:
```
76
C37H30N5O2SiTi | OMol25 | wB97M-V/def2-TZVPD
Ti -0.11075 -0.06906 -1.49602
O 2.33087 -2.80757 -5.26700
C 1.06672 -3.25973 -5.32500
C 0.79263 -4.34382 -6.15968
C -0.49021 -4.85090 -6.25230
C -1.52782 -4.28921 -5.51471
C -1.25953 -3.21538 -4.68518
C 0.02341 -2.68469 -4.57870
C 0.27142 -1.54296 -3.68236
O -0.75435 -1.00726 -3.05319
N 1.47485 -1.06094 -3.55169
N 1.45341 -0.01196 -2.63716
C 1.99862 1.21452 -2.96218
C 1.25555 2.26261 -2.49794
C 1.66971 3.64821 -2.49883
C 0.86508 4.61233 -2.00947
C -0.41917 4.25203 -1.45955
C -0.76594 2.94396 -1.43596
N 0.00355 1.92088 -1.92703
H 2.33765 -2.04427 -4.62829
H 1.61156 -4.76935 -6.72528
H -0.68284 -5.69344 -6.90547
H -2.53096 -4.68883 -5.58309
H -2.03943 -2.76441 -4.08618
H 2.81150 1.31791 -3.67054
H 2.65093 3.88026 -2.89520
H 1.18107 5.64825 -2.00928
H -1.08059 4.99476 -1.03682
H -1.70905 2.62814 -1.00077
C -2.57144 -1.31790 5.05921
C -2.83105 -1.96371 3.86224
C -2.29629 -1.51851 2.66201
C -1.46757 -0.39241 2.61912
C -1.25014 0.28076 3.83567
C -1.77409 -0.18199 5.02777
N -0.85366 0.09665 1.46624
N -1.34368 -0.25774 0.15530
C -1.01563 -1.64000 -0.19695
C -2.01066 -2.59473 -0.44748
C -1.63130 -3.83876 -0.90413
C -0.27783 -4.12543 -1.11767
C 0.68674 -3.15077 -0.92773
C 0.32721 -1.86759 -0.50125
H -2.98753 -1.68095 5.99021
H -3.46114 -2.84564 3.84936
H -2.52235 -2.06383 1.76830
H -0.67754 1.19827 3.85483
H -1.56870 0.36826 5.93793
H -3.05094 -2.34553 -0.26551
H -2.37922 -4.59514 -1.11014
H 0.00717 -5.09893 -1.49983
H 1.71648 -3.37054 -1.19480
C -1.53848 5.41337 2.50647
C -2.30772 4.32784 2.11261
C -1.70344 3.10508 1.86001
C -0.32066 2.94805 1.99179
C 0.43560 4.04973 2.39282
C -0.16508 5.27455 2.64882
Si 0.42372 1.28197 1.56145
C 1.77418 0.75286 2.74757
C 2.14440 1.40916 3.91874
C 3.16485 0.91911 4.72195
C 3.82868 -0.24537 4.36361
C 3.46968 -0.91636 3.20341
C 2.45427 -0.41912 2.40043
H -2.00949 6.36884 2.70306
H -3.37959 4.43343 2.00017
H -2.30519 2.25601 1.55742
H 1.51257 3.96548 2.48137
H 0.43876 6.12055 2.95240
H 1.05389 1.30513 0.22425
H 1.62000 2.30671 4.22593
H 3.43649 1.44188 5.63065
H 4.62270 -0.63225 4.99027
H 3.98065 -1.82903 2.92233
H 2.17446 -0.95153 1.49461
```

The calculated total energy comes out at -2991.2507 a.u. For the maximum force, the calculation gives 0.67 eV Å⁻¹. Its total charge is -1. The calculation puts the HOMO-LUMO gap at 5.859 eV.

Here are the Mulliken charges for atoms 1 to 2, given in e: -0.74 -0.71

=====

C37H31AsN4O4S2W | wB97M-V/def2-TZVPD

XYZ file:
```
80
C37H31AsN4O4S2W | OMol25 | wB97M-V/def2-TZVPD
W -0.18002 -0.49320 0.68193
O -0.32996 1.19919 1.88222
C -0.96233 1.37241 2.95262
C -1.62284 0.37812 3.70778
C -2.18265 0.76714 4.94662
C -2.78462 -0.16035 5.73651
C -2.86380 -1.51929 5.35563
C -2.33977 -1.91662 4.16662
C -1.70460 -0.98461 3.28643
O -1.27444 -1.39332 2.15261
N -3.36443 0.25452 7.01511
O -3.24891 1.42023 7.34184
O -3.87450 -0.60600 7.70675
H -0.96761 2.38914 3.35697
H -2.12913 1.79715 5.27230
H -3.34150 -2.22108 6.02358
H -2.37741 -2.95129 3.85092
S 1.68002 -1.39002 1.84082
C 3.11138 -0.33902 1.71777
C 4.20081 -0.62203 2.54707
C 5.35321 0.13822 2.48289
C 5.45220 1.19570 1.58370
C 4.38015 1.48185 0.75757
C 3.20893 0.73185 0.83455
As 1.72701 0.99984 -0.38517
C 2.54591 0.29110 -1.99079
C 2.59468 -1.09933 -2.08440
C 3.20330 -1.69786 -3.17491
C 3.75864 -0.91565 -4.18111
C 3.72184 0.46600 -4.08134
C 3.12349 1.07156 -2.98175
C 1.70196 2.92273 -0.59575
C 1.24828 3.50254 -1.77737
C 1.14477 4.88047 -1.88896
C 1.47902 5.69073 -0.81265
C 1.91610 5.11870 0.37245
C 2.02926 3.73941 0.48202
H 4.12962 -1.45097 3.24103
H 6.18556 -0.09750 3.13512
H 6.35817 1.78520 1.52605
H 4.45191 2.29626 0.04632
H 2.14568 -1.71031 -1.31047
H 3.23946 -2.77798 -3.24343
H 4.22586 -1.38413 -5.03845
H 4.16445 1.07893 -4.85681
H 3.12121 2.15089 -2.90333
H 0.96211 2.87724 -2.61400
H 0.79426 5.32105 -2.81404
H 1.39533 6.76688 -0.89780
H 2.17187 5.74691 1.21632
H 2.37393 3.30071 1.40942
S -1.74798 2.34024 -1.46541
C -2.68454 1.05014 -1.06253
N -3.86380 0.84166 -1.76114
C -4.77184 -0.10873 -1.49161
C -4.54488 -0.95106 -0.45391
C -3.31863 -0.78064 0.21617
N -2.40993 0.13188 -0.05863
H -4.00151 1.49549 -2.51944
H -5.64188 -0.14707 -2.13258
H -5.22942 -1.73868 -0.18634
H -3.05687 -1.46992 1.01056
C -1.42298 -4.07525 -0.01330
C -1.63433 -3.48556 -1.37986
C -2.39235 -4.15743 -2.32912
C -2.57940 -3.63017 -3.59875
C -1.97884 -2.42597 -3.93078
C -1.20433 -1.71978 -3.01510
C -0.53062 -0.44657 -3.44128
C -1.05694 -2.24447 -1.71915
N -0.41186 -1.55548 -0.71199
H -1.68944 -5.13196 -0.01195
H -2.02181 -3.57357 0.75059
H -0.38589 -3.96740 0.30144
H -2.83532 -5.11183 -2.06752
H -3.17601 -4.16319 -4.32870
H -2.10251 -2.01763 -4.92812
H -1.12621 0.07125 -4.19551
H 0.45092 -0.65545 -3.87410
H -0.38267 0.22511 -2.59897
```

The calculated total energy comes out at -5047.7667 a.u. For the maximum force, the calculation gives 1.25 eV Å⁻¹. Its total charge is 0. The calculation puts the HOMO-LUMO gap (alpha / beta) at 5.930 / 5.934 eV.

Here are the Mulliken charges for atoms 1 to 2, given in e: 1.27 -0.68